This record from the Open Molecules 2025 dataset describes a 15-piece molecular cluster, C15H60N30O15 overall at a distorted geometry. The level of theory is ωB97M-V/def2-TZVPD.

Calculated values
LUMO energy: 0.18 eV
Max |F|: 3.57 eV Å⁻¹
Molecular weight: 900.8 g mol⁻¹
Net charge: 0
ΔE to the lowest compared entry with this formula, charge and spin: 359.1 kJ/mol
2S+1: 1
HOMO level: -8.96 eV

Cartesian coordinates (Å):
1 C -0.17 -5.40 0.66
2 O -0.42 -4.22 0.95
3 N 1.02 -5.95 0.99
4 N -1.07 -6.23 0.12
5 H 1.63 -5.28 1.42
6 H 1.29 -6.81 0.54
7 H -0.83 -7.18 -0.07
8 H -1.98 -5.85 -0.12
9 C 4.87 1.34 1.72
10 O 4.69 2.17 2.62
11 N 5.98 1.26 0.93
12 N 4.00 0.34 1.54
13 H 5.67 0.75 0.09
14 H 6.70 1.96 0.91
15 H 3.94 -0.22 0.71
16 H 3.26 0.27 2.20
17 C 3.02 -2.67 1.14
18 O 4.18 -2.99 1.37
19 N 2.45 -2.85 -0.09
20 N 2.11 -2.25 2.05
21 H 3.11 -2.97 -0.83
22 H 1.56 -2.40 -0.22
23 H 1.25 -1.92 1.64
24 H 2.47 -2.10 2.98
25 C 3.04 3.66 -0.46
26 O 2.15 2.80 -0.34
27 N 3.78 3.73 -1.58
28 N 3.40 4.52 0.48
29 H 3.83 2.91 -2.15
30 H 4.52 4.38 -1.78
31 H 2.78 4.60 1.27
32 H 4.13 5.19 0.35
33 C 0.67 -4.51 4.66
34 O -0.34 -5.17 4.39
35 N 1.50 -4.91 5.66
36 N 0.99 -3.44 3.92
37 H 0.96 -5.57 6.20
38 H 2.33 -4.42 5.92
39 H 1.84 -2.91 3.97
40 H 0.39 -3.51 3.10
41 C -4.27 0.00 1.96
42 O -3.71 -0.72 1.11
43 N -4.35 -0.30 3.28
44 N -4.71 1.21 1.62
45 H -4.92 0.32 3.82
46 H -4.29 -1.29 3.46
47 H -4.55 1.68 0.72
48 H -4.96 1.83 2.37
49 C -4.24 -3.48 -0.73
50 O -4.16 -4.51 -1.41
51 N -4.65 -2.26 -1.20
52 N -3.89 -3.56 0.57
53 H -4.92 -2.15 -2.16
54 H -4.47 -1.46 -0.62
55 H -3.90 -4.55 0.76
56 H -3.68 -2.91 1.30
57 C -0.87 4.10 -1.93
58 O -0.56 2.92 -2.07
59 N -0.04 5.02 -1.37
60 N -2.13 4.55 -2.17
61 H 0.86 4.71 -1.03
62 H -0.58 5.84 -1.18
63 H -2.32 5.54 -2.13
64 H -2.85 3.96 -2.54
65 C -1.39 -3.25 -3.28
66 O -2.39 -2.60 -3.62
67 N -0.89 -3.17 -2.05
68 N -0.64 -3.92 -4.21
69 H -1.39 -2.53 -1.45
70 H -0.02 -3.48 -1.66
71 H 0.26 -4.28 -3.97
72 H -1.13 -4.07 -5.08
73 C 0.17 0.35 -4.68
74 O 0.31 0.06 -5.86
75 N 0.64 -0.30 -3.61
76 N -0.40 1.55 -4.37
77 H 0.49 -0.01 -2.65
78 H 0.88 -1.28 -3.69
79 H -0.60 1.91 -3.43
80 H -0.54 2.22 -5.11
81 C -2.96 4.58 1.77
82 O -4.09 4.95 1.44
83 N -2.06 5.44 2.32
84 N -2.37 3.48 1.24
85 H -1.06 5.34 2.28
86 H -2.36 6.38 2.52
87 H -2.77 3.07 0.41
88 H -1.42 3.29 1.51
89 C 0.16 -0.33 0.17
90 O 1.28 -0.76 0.44
91 N -0.93 -1.10 0.46
92 N -0.12 0.93 -0.21
93 H -1.88 -0.80 0.35
94 H -0.86 -1.97 0.97
95 H -1.00 1.37 -0.01
96 H 0.64 1.57 -0.37
97 C 4.72 0.18 -2.33
98 O 5.41 -0.07 -1.34
99 N 3.46 0.66 -2.19
100 N 5.10 0.16 -3.62
101 H 3.22 0.99 -1.26
102 H 2.86 0.64 -2.99
103 H 6.00 -0.17 -3.92
104 H 4.57 0.62 -4.33
105 C -3.83 1.24 -1.78
106 O -3.69 1.90 -0.75
107 N -2.83 0.56 -2.42
108 N -4.92 1.27 -2.60
109 H -3.11 -0.19 -3.03
110 H -1.89 0.60 -2.06
111 H -5.31 0.43 -2.99
112 H -5.52 1.93 -2.12
113 C 0.80 3.46 2.92
114 O 0.69 4.54 2.31
115 N 0.56 3.28 4.25
116 N 1.36 2.36 2.41
117 H 0.51 4.04 4.90
118 H 0.60 2.37 4.66
119 H 1.46 1.51 2.94
120 H 1.67 2.38 1.44